(1)
DFT (wB97M-V/def2-TZVPD) results for 7 unconnected molecules or ions with the total composition C4H23N3O7 in a non-equilibrium geometry.

Output
- largest force on an atom (Eh/bohr) = 0.21159
- SMILES = C[C@H](CN)NC(N)=O.O.O.O.O.O.O
- relative energy (zero: lowest compared OMol25 entry of this formula, charge and spin) (kcal per mole) = 122.6
- total charge = 0
- DFT total energy (hartree) = -857.0452

Each line ends with the Mulliken charge.
Element x y z (Å)
O (-0.4894, 1.1561, -0.6932)  -0.532
O (-3.7617, -1.7075, 0.5574)  -0.591
O (1.2389, -2.2541, -3.3117)  -0.635
O (0.1757, -3.5637, -1.1407)  -0.668
O (-1.7278, -1.2077, 2.7442)  -0.582
O (1.0368, 0.3133, -3.5864)  -0.669
O (-3.4785, 1.7720, -1.5800)  -0.641
N (1.1318, -0.7443, -0.3312)  -0.492
N (0.5048, 1.7905, 1.2887)  -0.210
N (-1.2511, 2.9503, 0.2745)  -0.451
C (1.4411, 0.6890, 1.5706)  0.949
C (2.0000, 0.3105, 0.1487)  -0.976
C (2.5610, 1.1286, 2.4955)  -1.427
C (-0.4000, 1.8740, 0.2976)  0.528
H (0.4491, -0.3664, -3.7925)  0.292
H (-1.1453, 3.7146, 0.9618)  0.177
H (-2.9415, 2.1168, -2.2310)  0.332
H (0.8114, -2.2733, -2.4510)  0.435
H (1.0491, -0.2688, 2.0774)  -0.170
H (-1.6514, -0.5941, 1.9840)  0.324
H (0.8118, -3.0083, -3.7843)  0.311
H (3.5775, 1.1294, 1.9810)  0.276
H (2.7806, 0.4977, 3.4231)  0.330
H (1.4357, -1.0877, -1.1767)  0.047
H (0.4181, 2.4999, 1.9109)  0.132
H (0.0789, -0.4579, -0.5107)  0.318
H (0.8549, -3.1665, -0.7801)  0.289
H (1.9922, 1.0580, -0.6914)  0.334
H (2.9947, -0.0236, 0.4293)  0.580
H (-2.1230, 2.6839, -0.0395)  0.241
H (-0.5331, -3.6103, -0.4635)  0.321
H (2.5361, 2.0525, 2.9413)  0.430
H (-3.1196, 1.1140, -1.0601)  0.260
H (-3.1523, -1.1739, 0.9150)  0.271
H (0.9107, 0.4208, -2.6518)  0.296
H (-4.0366, -2.2806, 1.2760)  0.314
H (-0.9796, -1.4832, 2.9988)  0.256

=====

(2)
DFT (wB97M-V/def2-TZVPD) results for a molecular structure, C4H23NO9 in a non-equilibrium geometry.

Output
- largest force on an atom (Eh/bohr) = 0.12635
- relative energy (zero: lowest compared OMol25 entry of this formula, charge and spin) (kcal per mole) = 44.1
- total charge = 0
- DFT total energy (hartree) = -898.1327

Each line ends with the Mulliken charge.
Element x y z (Å)
O (-3.0660, -1.5164, -0.2068)  -0.720
O (-0.1240, 0.7035, 2.4344)  -0.792
O (0.7687, 2.2087, -2.1546)  -0.763
O (-1.3807, -0.3992, -1.9515)  -0.763
O (1.0671, 2.6447, 0.9461)  -0.626
O (-2.7342, 0.7227, 1.1562)  -0.711
O (-1.5274, 2.3276, -0.7201)  -0.637
O (2.8009, 1.3931, -0.4837)  -0.840
O (1.4464, 0.2566, -1.7792)  -0.559
N (-0.2536, -1.3371, 0.3771)  -0.245
C (2.0486, -0.7572, 0.2938)  -0.843
C (1.0136, -1.8705, -0.1032)  0.443
C (1.4698, -3.1886, 0.5449)  -1.551
C (2.1757, 0.3664, -0.6612)  0.599
H (-1.0081, -2.0043, 0.3723)  0.216
H (1.1166, 3.2448, 1.6906)  0.274
H (-3.9432, -1.8327, -0.4505)  0.267
H (-0.1755, -0.8709, 1.2772)  0.204
H (1.3968, 1.1040, -2.2666)  0.558
H (-0.6528, -0.1866, -1.3539)  0.141
H (3.0322, -1.1666, 0.5343)  0.466
H (0.2410, 1.4528, 1.8827)  0.414
H (-1.5677, 3.1660, -0.2349)  0.322
H (-2.8524, -0.1008, 0.6066)  0.402
H (1.9745, 2.2885, 0.8802)  0.323
H (1.4121, -3.1658, 1.6309)  0.294
H (-0.0391, 2.2274, -1.5887)  0.478
H (1.0639, -1.9264, -1.1880)  0.357
H (-1.8916, 1.7288, -0.0283)  0.342
H (2.4948, -3.3147, 0.1931)  0.447
H (-1.0953, -1.0503, -2.6065)  0.369
H (-3.4730, 0.8208, 1.7605)  0.265
H (1.7332, -0.3697, 1.2631)  0.273
H (-1.0535, 0.9707, 2.2531)  0.362
H (0.8080, -3.9759, 0.1809)  0.390
H (-2.6288, -1.1264, -1.0080)  0.435
H (1.4032, 2.5333, -1.4921)  0.410

=====

(3)
DFT (wB97M-V/def2-TZVPD) results for 8 unconnected molecules or ions with the total composition C4H24N8O8 in a non-equilibrium geometry.

Output
- largest force on an atom (Eh/bohr) = 0.03998
- SMILES = NC(N)=O.NC(N)=O.NC(N)=O.NC(N)=O.O.O.O.O
- relative energy (zero: lowest compared OMol25 entry of this formula, charge and spin) (kcal per mole) = 39.6
- total charge = 0
- DFT total energy (hartree) = -1206.9083

Each line ends with the Mulliken charge.
Element x y z (Å)
O (-1.7743, 1.6165, 10.3664)  -0.631
O (-1.1752, -0.7864, 4.4590)  -0.604
O (0.8383, 1.7435, 8.0133)  -0.574
O (-2.4768, 5.3608, 5.3117)  -0.640
O (1.4058, 0.9272, 10.7099)  -0.613
O (3.9939, 2.0083, 8.3702)  -0.579
O (0.3894, -1.1558, 8.3516)  -0.650
O (4.0100, 2.0037, 5.4481)  -0.577
N (3.3003, 3.8376, 4.3347)  -0.417
N (-3.6932, 3.5946, 6.1176)  -0.380
N (0.1477, 2.0614, 5.8637)  -0.190
N (0.0678, -0.0953, 2.6400)  -0.420
N (2.9146, 1.7785, 3.4410)  -0.388
N (-4.0402, 4.3967, 4.0013)  -0.404
N (-1.3995, 1.8941, 7.5444)  -0.245
N (-1.7414, 1.0998, 3.3156)  -0.400
C (-0.0761, 1.9228, 7.2019)  0.430
C (3.4269, 2.4833, 4.4872)  0.649
C (-0.9800, -0.0102, 3.5412)  0.710
C (-3.3728, 4.5353, 5.1784)  0.658
H (-1.5476, 1.7315, 2.5667)  0.140
H (-2.1416, 2.4705, 10.6312)  0.289
H (-4.8293, 3.7870, 3.9079)  0.169
H (-2.0733, 1.6175, 6.8621)  0.212
H (0.9180, 1.4690, 10.0620)  0.369
H (3.2476, 0.8297, 3.3987)  0.208
H (3.5783, 2.8737, 8.4139)  0.271
H (-2.6088, 1.1915, 3.8119)  0.159
H (0.5240, -0.2218, 8.1124)  0.342
H (-4.3338, 2.8529, 5.9249)  0.176
H (-1.6293, 1.9587, 8.5360)  0.239
H (0.7338, 0.3889, 11.1360)  0.244
H (-3.1906, 3.6082, 6.9877)  0.229
H (3.5765, 1.5069, 9.0825)  0.294
H (3.5501, 4.4342, 5.0993)  0.214
H (0.3890, -1.1535, 9.3109)  0.274
H (3.0347, 4.1828, 3.4357)  0.149
H (0.7288, -0.8404, 2.7595)  0.235
H (0.2669, 0.7020, 2.0767)  0.163
H (1.0713, 1.6913, 5.6634)  0.138
H (-2.1356, 0.9871, 11.0017)  0.283
H (-3.8286, 4.9890, 3.2205)  0.214
H (2.2856, 2.1952, 2.7903)  0.151
H (-0.5178, 2.2167, 5.1366)  0.103

=====

(4)
DFT (wB97M-V/def2-TZVPD) results for 8 unconnected molecules or ions with the total composition C4H25N2O8 in a non-equilibrium geometry.

Output
- largest force on an atom (Eh/bohr) = 0.11736
- relative energy (zero: lowest compared OMol25 entry of this formula, charge and spin) (kcal per mole) = 101.3
- total charge = +1
- DFT total energy (hartree) = -878.5224

Each line ends with the Mulliken charge.
Element x y z (Å)
O (2.8736, 1.3440, 2.0221)  -0.581
O (2.8074, 0.2790, -2.1145)  -0.718
O (-2.6057, 0.8861, -1.9869)  -0.652
O (-1.8598, -3.0139, 0.7237)  -0.576
O (0.1490, 0.3253, -1.4645)  -0.888
O (0.7688, -3.6049, 0.4017)  -0.570
O (2.1435, 2.7888, -1.2101)  -0.643
O (2.4311, -1.5691, -0.0727)  -0.744
N (-3.0238, -0.5295, 0.3635)  -0.223
N (-0.5600, 2.4713, 0.2701)  0.141
C (-2.4511, -0.5010, 1.8000)  -0.665
C (-0.6498, 1.0453, 0.5529)  0.488
C (-1.2304, 0.5647, 1.8734)  -0.715
C (-0.1158, 0.0820, -0.2965)  -1.132
H (0.8256, -4.2769, -0.1573)  0.272
H (2.0728, 3.2719, -2.0093)  0.266
H (-1.2423, -2.7819, -0.0130)  0.279
H (-0.4799, -0.0083, 2.4030)  0.276
H (-1.1151, 2.7385, -0.4636)  0.307
H (0.0515, -0.9291, -0.0612)  0.733
H (-3.3770, 0.4040, 0.0927)  0.370
H (-2.0453, -3.9556, 0.6910)  0.267
H (-2.2278, -0.5798, -0.4271)  0.303
H (2.8203, -0.0283, -2.9856)  0.300
H (-3.2685, -0.2699, 2.5400)  0.396
H (-3.7004, -1.3566, 0.2476)  0.380
H (3.2696, 1.2103, 2.8523)  0.284
H (2.9285, -1.0841, -0.6600)  0.296
H (3.6437, 1.7540, 1.4979)  0.321
H (2.5922, 1.9739, -1.4474)  0.364
H (-2.1032, -1.4886, 1.9766)  0.337
H (0.4009, 2.6275, 0.0843)  0.252
H (-1.6053, 0.8610, -2.2312)  0.294
H (1.5279, -3.0221, 0.4067)  0.342
H (-2.9435, 0.8715, -2.9001)  0.301
H (-1.6034, 1.4549, 2.3963)  0.397
H (1.8011, 0.3817, -2.0595)  0.378
H (-0.7412, 3.0151, 1.0489)  0.418
H (2.6246, -1.0050, 0.7723)  0.344